No. 1
{"formula": "C26H27Br6N5O4", "method": "the ωB97M-V functional and the def2-TZVPD basis", "multiplicity": 2, "charge": -1, "homo_energy_ev": [-1.5, -5.0], "symbols": ["N", "C", "C", "C", "C", "H", "H", "H", "H", "H", "N", "C", "C", "C", "C", "H", "H", "H", "H", "H", "N", "C", "C", "C", "C", "H", "H", "H", "H", "H", "C", "Br", "Br", "Br", "H", "C", "Br", "Br", "Br", "H", "C", "C", "C", "C", "C", "C", "N", "O", "O", "H", "H", "H", "H", "H", "C", "C", "C", "C", "C", "C", "N", "O", "O", "H", "H", "H", "H", "H"], "xyz": [[0.546333, 5.866508, 0.645493], [0.735063, 4.643288, 1.217723], [0.283983, 3.754008, 0.212963], [-0.048767, 4.468408, -0.925157], [0.002923, 5.813498, -0.619917], [0.742183, 6.747798, 1.098343], [1.130623, 4.464478, 2.206643], [0.215623, 2.676268, 0.227603], [-0.095157, 4.058948, -1.923447], [-0.108577, 6.721348, -1.194187], [-3.099997, -4.814762, 3.231943], [-4.243587, -5.467872, 2.823833], [-4.495527, -5.182432, 1.496033], [-3.450697, -4.370982, 1.073193], [-2.468147, -4.258242, 2.089463], [-2.762037, -4.739452, 4.180733], [-4.909957, -6.087672, 3.405383], [-5.256747, -5.575562, 0.838473], [-3.396617, -4.045092, 0.044953], [-1.529047, -3.725092, 2.073903], [-2.600097, 0.837948, 3.408063], [-1.472657, 1.661438, 3.629163], [-1.276207, 1.675148, 5.008803], [-2.411547, 1.076488, 5.608823], [-3.288557, 0.694428, 4.586133], [-3.090237, 0.665298, 2.542003], [-0.812517, 1.939518, 2.820903], [-0.335407, 2.086798, 5.343213], [-2.640167, 1.048228, 6.663973], [-4.301847, 0.334338, 4.685973], [0.431243, -1.745152, 1.596133], [0.315253, -2.305202, 3.530463], [1.896263, -2.638252, 0.687293], [0.764873, 0.184618, 1.423653], [-0.454787, -1.940812, 0.992173], [3.506963, 2.370358, 2.334323], [4.820253, 0.854678, 2.399093], [4.227833, 4.157088, 1.849163], [2.331973, 2.443358, 3.954623], [2.900403, 2.094248, 1.471793], [-2.709567, -2.384322, -4.295037], [-1.514267, -1.665292, -4.472847], [-0.994447, -0.835752, -3.490417], [-1.713317, -0.569012, -2.385867], [-2.976107, -1.257412, -2.172417], [-3.456317, -2.207182, -3.146387], [-1.193867, 0.247388, -1.233037], [-0.118477, 0.792648, -1.439677], [-1.783937, 0.229248, -0.187527], [-3.020197, -3.013502, -5.116037], [-0.854437, -1.632612, -5.327217], [-0.024457, -0.424092, -3.727137], [-3.588727, -1.150212, -1.289467], [-4.402977, -2.682982, -2.936977], [5.118143, 0.441138, -1.558137], [5.827143, 0.856168, -2.650697], [5.347683, 0.580618, -3.886327], [4.129783, -0.134752, -4.061457], [3.429823, -0.609992, -2.943937], [3.897563, -0.286802, -1.673357], [3.637873, -0.486482, -5.354547], [2.421193, -0.848472, -5.428437], [4.405003, -0.484952, -6.318117], [5.463283, 0.704098, -0.569137], [6.817063, 1.280188, -2.569047], [5.838493, 0.707438, -4.839957], [2.450873, -1.050442, -2.825357], [3.264293, -0.556622, -0.841157]], "forces_ev_per_a": [[-0.15, 1.50, 0.67], [-1.32, -1.07, -2.10], [1.11, -0.53, 1.69], [-0.34, 1.01, -1.05], [1.24, -0.65, 0.54], [-0.05, -0.28, 0.04], [-0.19, 0.27, -0.13], [0.31, 0.00, 0.27], [-0.69, -0.07, 0.11], [-0.02, -0.20, -0.01], [0.70, -0.42, -1.52], [-0.87, 0.28, -0.34], [0.32, -0.26, 1.00], [2.33, 0.09, -0.14], [-3.16, 0.22, -0.30], [0.01, -0.24, -0.33], [0.50, 0.21, 0.66], [-0.17, 0.04, 0.38], [0.51, 0.20, 0.06], [-0.27, -0.17, 0.43], [-0.70, 1.86, 0.02], [-0.58, -2.21, 0.66], [0.02, 0.44, -2.05], [-0.94, 0.30, -0.25], [1.90, -0.31, 1.34], [0.51, 0.35, -0.18], [-0.21, -0.03, 0.16], [-0.35, 0.00, 0.79], [0.03, -0.08, -0.06], [0.21, -0.24, -0.32], [0.99, 0.60, 0.25], [-0.08, 0.49, -1.50], [-0.38, -0.15, 0.32], [0.11, -1.00, 0.52], [-0.13, -0.13, 0.71], [0.13, -0.22, -0.10], [-0.80, 1.37, 0.23], [-0.10, -1.25, 0.57], [1.02, -0.03, -1.10], [-0.11, 0.16, 0.39], [1.02, 0.61, -0.95], [-0.22, -0.06, 0.43], [0.90, 0.27, -1.23], [-3.42, -1.44, 2.59], [0.81, -0.69, -1.54], [1.14, 2.13, 1.67], [1.49, -0.58, -2.20], [-0.85, 0.15, 0.19], [-0.87, 0.25, 0.68], [-0.23, -0.21, 0.11], [-0.43, -0.87, -0.52], [0.16, 0.34, 0.40], [0.33, 0.38, 0.17], [0.04, -0.20, -0.20], [-1.44, -0.57, 2.09], [0.69, -0.14, -0.36], [-1.19, -1.37, -2.12], [-0.64, -0.72, -1.02], [-0.40, 0.90, 2.13], [1.43, 0.95, -1.21], [-0.19, 0.52, 3.11], [-0.73, -0.32, -0.16], [1.36, 0.30, -1.90], [0.14, -0.03, 0.16], [0.00, 0.34, 0.24], [0.45, 0.51, 0.14], [-0.05, -0.34, -1.37], [0.34, 0.04, 0.34]], "nbo_charge": [-0.499, -0.087, -0.313, -0.299, -0.094, 0.401, 0.221, 0.224, 0.231, 0.207, -0.513, -0.073, -0.318, -0.296, -0.085, 0.418, 0.208, 0.220, 0.216, 0.216, -0.515, -0.066, -0.316, -0.306, -0.078, 0.414, 0.225, 0.217, 0.210, 0.209, -0.457, 0.054, 0.105, 0.093, 0.222, -0.443, 0.084, 0.081, 0.059, 0.221, -0.181, -0.198, -0.199, 0.019, -0.193, -0.230, 0.537, -0.359, -0.400, 0.216, 0.251, 0.283, 0.233, 0.218, -0.299, -0.234, -0.255, 0.055, -0.252, -0.220, 0.386, -0.636, -0.570, 0.187, 0.197, 0.233, 0.217, 0.195]}



No. 2
{"formula": "C17H18BF3", "method": "the ωB97M-V functional and the def2-TZVPD basis", "de_lowest_ev": 0.0000, "charge": 0, "homo_energy_ev": -6.9, "symbols": ["F", "B", "F", "F", "C", "C", "C", "H", "H", "H", "H", "H", "C", "C", "C", "C", "C", "C", "C", "C", "C", "C", "C", "C", "C", "C", "H", "H", "H", "H", "H", "H", "H", "H", "H", "H", "H", "H", "H"], "xyz": [[-5.735056, -1.443772, -2.168368], [-4.463747, -1.568604, -1.627566], [-4.414243, -2.088257, -0.352972], [-3.495898, -2.007701, -2.505309], [-4.085690, 0.169918, -1.385180], [-2.876408, 0.434433, -0.591040], [-1.630603, 0.296179, -1.083389], [-3.984889, 0.537677, -2.415831], [-4.990458, 0.548785, -0.897156], [-3.039523, 0.772997, 0.436368], [-0.777686, 0.811038, -0.649409], [-1.484991, -0.245770, -2.020522], [5.000073, -0.351025, -2.739398], [3.872859, -0.397407, -1.755845], [3.284409, -1.623508, -1.410265], [2.226564, -1.672418, -0.523754], [1.660615, -0.484202, 0.042636], [0.494250, -0.628623, 0.845404], [0.001432, 0.183333, 1.904432], [-0.999576, -0.389544, 2.755335], [-1.630616, 0.356135, 3.738682], [-1.314226, 1.714034, 3.906983], [-0.325548, 2.294819, 3.101977], [0.375932, 1.534173, 2.169808], [2.280223, 0.747599, -0.319629], [3.370395, 0.774858, -1.178656], [5.335022, 0.679540, -2.893283], [5.851101, -0.948718, -2.389607], [4.701498, -0.764704, -3.711903], [3.672081, -2.539588, -1.862021], [1.792651, -2.633652, -0.243013], [-0.011056, -1.591454, 0.744100], [-1.261806, -1.439202, 2.606755], [-2.385366, -0.108981, 4.373920], [-1.839258, 2.310827, 4.653925], [-0.095273, 3.358015, 3.208581], [1.207234, 1.986115, 1.637571], [1.875026, 1.689568, 0.034637], [3.840551, 1.727088, -1.436998]], "forces_ev_per_a": [[-0.04, -0.89, -0.08], [0.21, 2.41, 0.20], [-0.12, -0.94, 0.07], [-0.02, -0.77, -0.05], [0.67, 0.50, 0.64], [-1.52, -0.16, -0.52], [1.13, -0.19, -0.09], [-0.09, -0.22, 0.27], [0.23, -0.01, -0.18], [0.25, 0.02, -0.10], [-0.09, -0.20, 0.05], [0.02, 0.39, 0.11], [0.23, 0.08, -0.15], [-0.29, -0.11, 0.18], [0.06, 0.07, 0.12], [-0.49, 0.35, 0.10], [0.87, 0.08, -1.07], [-0.24, -0.25, 0.12], [-0.70, 0.58, 0.94], [0.23, 0.24, -0.47], [0.14, 0.18, 0.10], [0.06, -0.34, -0.42], [0.16, -0.11, 0.06], [-0.34, -0.26, -0.01], [-0.07, -0.38, 0.09], [-0.10, -0.03, 0.07], [0.00, -0.22, -0.01], [-0.15, 0.13, -0.04], [-0.01, 0.09, 0.23], [-0.15, 0.23, 0.22], [0.06, 0.24, -0.17], [0.21, 0.14, 0.16], [-0.05, 0.34, -0.01], [0.23, 0.12, -0.21], [0.16, -0.17, -0.24], [0.03, -0.42, 0.05], [-0.38, -0.02, 0.19], [0.12, -0.24, -0.23], [-0.26, -0.26, 0.08]], "nbo_charge": [-0.542, 1.243, -0.549, -0.546, -0.729, -0.059, -0.468, 0.228, 0.220, 0.188, 0.182, 0.216, -0.643, 0.059, -0.230, -0.101, -0.192, 0.058, -0.070, -0.136, -0.222, -0.146, -0.208, -0.171, -0.077, -0.233, 0.222, 0.233, 0.237, 0.226, 0.222, 0.234, 0.229, 0.233, 0.227, 0.226, 0.212, 0.205, 0.221]}



No. 3
{"formula": "C6H12N3OSSe4W", "method": "the ωB97M-V functional and the def2-TZVPD basis", "de_lowest_ev": 0.0916, "multiplicity": 3, "charge": 1, "homo_energy_ev": [-11.6, -12.4], "symbols": ["W", "Se", "Se", "Se", "Se", "C", "C", "N", "C", "S", "N", "C", "C", "H", "H", "H", "H", "H", "H", "H", "H", "H", "H", "H", "H", "O", "C", "N"], "xyz": [[-0.265599, -3.343267, 0.379230], [-2.056001, -1.977042, 1.616749], [0.062395, -1.459008, 2.024852], [0.356204, -5.041818, 1.759336], [1.671186, -3.058310, -0.901327], [3.011778, 0.905304, 0.673840], [1.759967, 1.472232, 0.032511], [1.131434, 0.432435, -0.800481], [-0.151129, 0.127226, -0.973973], [-0.610449, -1.417947, -1.610268], [-1.139263, 0.981647, -0.731854], [-1.120756, 2.437097, -0.499112], [-1.495504, 2.828264, 0.916818], [3.472289, 1.654856, 1.315728], [3.748263, 0.620350, -0.080267], [2.785151, 0.025565, 1.277830], [2.007496, 2.338131, -0.581207], [1.046011, 1.783889, 0.789247], [1.752943, -0.269124, -1.182280], [-2.050082, 0.547196, -0.791070], [-1.829486, 2.854276, -1.213131], [-0.143715, 2.813105, -0.784493], [-2.464528, 2.410797, 1.194727], [-1.566522, 3.913005, 0.993189], [-0.759033, 2.481032, 1.642309], [-3.173551, -5.199810, -2.190816], [-2.395738, -4.692012, -1.497139], [-1.583761, -4.168069, -0.778948]], "forces_ev_per_a": [[0.38, -1.52, 0.31], [-0.62, 0.09, 0.07], [0.37, 0.51, 0.38], [-0.28, 0.89, -0.74], [0.26, -0.01, -0.06], [0.09, -0.01, -0.01], [-0.04, -0.13, -0.14], [-0.12, -0.30, -0.09], [0.21, 0.74, 0.13], [-0.09, -0.17, -0.14], [-0.05, -0.21, 0.31], [0.04, -0.14, -0.27], [-0.04, -0.06, 0.06], [-0.01, -0.01, 0.00], [-0.03, 0.01, 0.00], [-0.02, 0.02, 0.02], [0.01, 0.03, -0.02], [-0.01, -0.03, 0.06], [0.07, 0.07, 0.12], [-0.02, 0.13, -0.05], [-0.05, 0.06, 0.02], [0.00, 0.03, 0.00], [0.01, 0.01, -0.02], [0.01, -0.02, -0.01], [-0.02, 0.00, 0.01], [0.09, 0.05, 0.05], [-0.24, -0.10, -0.11], [0.09, 0.08, 0.10]], "nbo_charge": [0.231, 0.137, 0.119, 0.252, 0.103, -0.618, -0.225, -0.573, 0.373, -0.083, -0.559, -0.226, -0.618, 0.243, 0.223, 0.210, 0.214, 0.208, 0.429, 0.424, 0.226, 0.214, 0.222, 0.241, 0.207, -0.444, 0.906, -0.837]}



No. 4
{"formula": "C34H34ErN7S3", "method": "the ωB97M-V functional and the def2-TZVPD basis", "multiplicity": 4, "charge": 2, "homo_energy_ev": [-12.2, -12.2], "symbols": ["Er", "C", "C", "C", "C", "C", "C", "N", "C", "C", "C", "C", "C", "C", "N", "N", "C", "C", "C", "C", "C", "N", "H", "H", "H", "H", "H", "H", "H", "H", "H", "H", "H", "H", "H", "C", "C", "S", "C", "C", "S", "C", "C", "S", "H", "H", "H", "H", "H", "H", "H", "H", "H", "H", "H", "H", "C", "C", "C", "C", "C", "C", "N", "N", "C", "C", "C", "C", "C", "N", "H", "H", "H", "H", "H", "H", "H", "H", "H"], "xyz": [[0.512385, -0.066243, 0.373516], [-2.189647, -1.017019, -4.996839], [-1.091362, -1.833196, -4.681851], [-0.608380, -1.892387, -3.407163], [-1.275756, -1.187565, -2.384020], [-2.356705, -0.397613, -2.677910], [-2.786889, -0.282442, -4.002427], [-0.741490, -1.332724, -1.048207], [-0.691609, -2.674103, -0.758392], [-1.658489, -3.638521, -1.076082], [-1.464267, -4.977206, -0.776383], [-0.236127, -5.422641, -0.201465], [0.747080, -4.511992, 0.163781], [0.561470, -3.175320, -0.152876], [1.492827, -2.170065, 0.021682], [2.705265, -2.466637, 0.165838], [3.565615, -1.344568, 0.322055], [4.936095, -1.633833, 0.338761], [5.855739, -0.611634, 0.451323], [5.345670, 0.666595, 0.759071], [3.963048, 0.864764, 0.837778], [3.068379, -0.136291, 0.558978], [-2.524613, -0.880571, -6.009007], [-0.598729, -2.431429, -5.466377], [0.251607, -2.461902, -3.191675], [-2.756959, 0.193534, -1.864066], [-3.657933, 0.314425, -4.204997], [-2.568716, -3.368783, -1.549565], [-2.238539, -5.697711, -0.956124], [-0.112150, -6.478890, 0.004811], [1.747422, -4.813341, 0.478277], [5.289205, -2.641587, 0.163169], [6.948430, -0.770042, 0.357198], [6.006695, 1.502019, 0.923176], [3.586099, 1.838233, 1.129163], [0.332149, 1.836868, -3.068815], [-0.671509, 2.711034, -2.343507], [-1.371494, 2.066394, -0.803399], [-1.308363, 3.579389, 0.226344], [-0.313801, 3.527806, 1.378677], [1.252290, 2.672938, 1.060600], [1.966605, 3.589636, -0.415505], [2.601330, 2.682879, -1.465443], [1.710777, 1.178624, -2.045522], [0.820780, 2.422917, -3.839095], [-0.124017, 0.935586, -3.431914], [-1.461714, 2.911653, -3.046484], [-0.193486, 3.676196, -2.124141], [-2.296829, 3.746316, 0.614640], [-1.104683, 4.427530, -0.446045], [-0.737444, 2.985594, 2.253279], [-0.112664, 4.577517, 1.668712], [2.656732, 4.340836, -0.073488], [1.065668, 4.099758, -0.816685], [3.520302, 2.282479, -1.115131], [2.824473, 3.303936, -2.325053], [-5.396461, 1.070239, 0.769435], [-4.699408, 0.025010, 0.190961], [-3.422898, -0.295252, 0.609820], [-2.851450, 0.412807, 1.639752], [-3.545875, 1.488565, 2.241973], [-4.779846, 1.836295, 1.732666], [-1.493346, 0.051476, 1.971511], [-1.221555, 0.224106, 3.173401], [0.024252, -0.194715, 3.667144], [0.185506, -0.338597, 5.009914], [1.335077, -0.884206, 5.517412], [2.369628, -1.140816, 4.664343], [2.128591, -0.940622, 3.302679], [0.952432, -0.525198, 2.786967], [-6.369201, 1.334013, 0.473983], [-5.090373, -0.663982, -0.541378], [-2.829328, -1.120525, 0.191862], [-3.119537, 2.028214, 3.075340], [-5.329779, 2.619350, 2.205499], [-0.657930, -0.091334, 5.673794], [1.499382, -1.036877, 6.568279], [3.330128, -1.400375, 5.002638], [2.902217, -1.076777, 2.586830]], "forces_ev_per_a": [[-0.47, 0.55, -0.72], [0.50, 0.04, 0.04], [-0.01, -0.18, -1.34], [-1.16, 0.82, 0.29], [1.00, -0.15, 0.43], [0.18, 0.45, 0.03], [-0.36, -0.14, 0.59], [-0.53, -0.06, -0.64], [2.18, -0.63, 1.12], [0.29, -0.71, 0.45], [1.48, 0.58, 0.57], [-0.29, 0.37, 0.43], [0.16, -1.09, -1.11], [-1.86, 1.31, -0.33], [0.61, -0.42, -0.09], [0.15, 0.06, 0.04], [0.38, -0.77, 0.35], [0.31, -0.13, -0.67], [-0.04, 0.78, 0.43], [-0.57, -0.30, -0.20], [0.62, -1.21, -0.43], [0.30, 1.30, 0.28], [-0.08, -0.28, -0.26], [-0.30, 0.47, 0.38], [0.83, -0.67, 0.32], [-0.47, -0.16, -0.25], [-0.11, 0.29, -0.21], [-0.65, 0.46, -0.35], [-0.22, -0.16, -0.23], [0.07, 0.10, -0.02], [-0.45, -0.11, 0.31], [-0.31, -0.07, 0.01], [-0.92, 0.00, 0.13], [0.06, 0.09, 0.09], [-0.10, -0.22, -0.03], [0.76, 0.01, 1.12], [0.76, 0.52, -0.13], [-0.13, 0.20, 0.20], [0.44, -0.14, -0.63], [-0.09, 0.38, 0.41], [0.47, 0.47, -0.17], [-1.96, -0.66, 0.09], [-0.99, -0.01, -0.20], [-0.23, 0.52, 0.31], [-0.19, -0.12, -0.42], [-0.21, -0.35, -0.56], [-0.54, 0.06, -0.17], [-0.33, -0.33, -0.08], [-0.46, 0.00, 0.24], [-0.02, -0.36, 0.23], [0.28, 0.40, -0.49], [0.04, -0.63, 0.18], [0.34, 0.18, 0.24], [0.86, -0.17, 0.17], [0.87, -0.23, 0.23], [0.08, 0.01, -0.32], [1.02, -0.34, -0.48], [0.01, -0.90, -0.09], [0.59, -0.48, 0.01], [0.26, 1.04, 0.22], [0.80, -0.55, -0.36], [0.19, -0.31, 0.94], [0.12, 0.18, 0.74], [-1.23, 0.25, 0.58], [-0.31, -0.18, -1.14], [-1.87, 0.18, 1.53], [0.63, 0.17, 0.61], [-0.84, 0.52, -1.62], [-0.40, 0.14, 0.12], [1.78, -0.24, -0.11], [-1.13, 0.10, -0.48], [-0.57, 0.33, -0.23], [-0.54, 0.41, -0.03], [0.11, 0.04, 0.00], [-0.21, 0.53, 0.14], [0.49, -0.03, -0.45], [-0.31, 0.03, 0.33], [0.98, -0.55, 0.30], [0.44, -0.31, -0.16]], "lowdin_spin": [3.029, 0.000, 0.000, 0.000, 0.000, 0.000, 0.000, -0.006, 0.000, 0.000, 0.000, 0.000, 0.000, 0.000, -0.004, -0.001, 0.000, 0.000, 0.000, 0.000, 0.000, -0.003, 0.000, 0.000, 0.000, 0.000, 0.000, 0.000, 0.000, 0.000, 0.000, 0.000, 0.000, 0.000, 0.000, 0.000, 0.000, -0.002, 0.000, 0.000, -0.003, 0.000, 0.000, -0.003, 0.000, 0.000, 0.000, 0.000, 0.000, 0.000, 0.000, 0.000, 0.000, 0.000, 0.000, 0.000, 0.000, 0.000, 0.000, 0.000, 0.000, 0.000, -0.003, 0.000, 0.000, 0.000, 0.000, 0.000, 0.000, -0.003, 0.000, 0.000, 0.000, 0.000, 0.000, 0.000, 0.000, 0.000, 0.000]}